No. 1
C9H11BrN3O | ωB97M-V/def2-TZVPD

## Properties
Calculated total energy ... -3162.9729 Ha
Net charge ... -1

XYZ file:
```
25
Properties=species:S:1:pos:R:3:forces:R:3:mulliken_charge:R:1
C -1.30503 -0.13091 -2.73365 -0.48 0.07 -1.15 -1.02
C -0.18928 -0.82866 -3.63963 0.16 2.03 0.32 -0.10
Br -0.84985 -2.63767 -4.18548 0.41 0.82 0.18 -0.22
C 1.27710 -0.86232 -2.98495 0.60 -1.26 0.24 -0.65
N 1.42744 -1.79617 -1.85486 0.55 -0.30 -2.64 -0.68
N 1.12837 -1.16869 -0.64675 -4.19 -1.73 3.83 -0.14
C 0.26301 -1.94017 -0.02553 -1.42 0.76 -2.72 0.48
O -0.86159 -2.46366 0.20867 4.75 2.19 -0.03 -0.53
H -0.91831 0.89223 -2.39536 -0.42 -1.54 -0.18 0.29
H -1.70354 -0.77750 -1.88842 0.92 0.85 -0.90 0.22
H -2.20371 0.08035 -3.42663 1.23 -0.31 1.07 0.35
H -0.10546 -0.20093 -4.60413 -0.25 -1.14 1.23 0.38
H 1.98310 -1.24825 -3.81456 -1.05 0.48 1.05 0.25
H 1.62701 0.20568 -2.75239 -0.81 -0.90 -0.23 0.42
N 0.73855 2.53926 3.63012 -0.27 -0.45 -0.14 -0.60
C -0.56084 2.29683 3.86191 0.49 0.18 -0.05 -0.14
C -1.20910 1.13409 3.47802 0.13 -0.02 -0.04 -0.44
C -0.47580 0.16268 2.81125 -0.08 -0.14 -0.01 -0.10
C 0.86881 0.38809 2.55689 -0.05 -0.07 0.07 -0.20
C 1.42512 1.58269 2.98495 -0.21 0.43 0.28 -0.27
H -1.09251 3.08689 4.38301 -0.04 -0.04 -0.01 0.34
H -2.26068 0.99141 3.69421 0.04 0.03 -0.01 0.34
H -0.94735 -0.76099 2.49288 0.06 0.05 -0.05 0.37
H 1.47099 -0.34774 2.03816 -0.04 0.08 -0.07 0.31
H 2.47356 1.80344 2.81227 -0.03 -0.06 -0.05 0.36
```
Positions in Å, forces in eV/Å.

=====

No. 2
C9H11BrNO5S | ωB97M-V/def2-TZVPD

## Properties
Calculated total energy ... -3752.4009 Ha
Net charge ... +1
Relative energy (zero: lowest compared OMol25 entry of this formula, charge and spin) ... 0.0 kcal per mole

XYZ file:
```
28
Properties=species:S:1:pos:R:3:forces:R:3:mulliken_charge:R:1
O 1.57847 3.51264 0.01713 -0.03 -1.03 -0.53 -0.39
C 1.21435 2.73632 -0.81022 -0.28 1.88 0.33 0.55
Br 1.99740 0.94137 -0.91759 -0.58 0.63 -0.26 -0.11
C 0.04424 3.22096 -1.78339 -0.56 -1.19 -0.21 -0.87
C -1.23277 2.42532 -1.33049 -0.88 -0.54 -0.05 0.72
C -2.24464 3.02276 -0.44128 -0.37 -3.32 -0.96 -0.44
C -3.37164 2.15437 -0.06418 1.98 1.59 -0.62 -0.27
N -3.47884 0.85603 -0.51924 1.13 0.61 -0.39 -0.01
C -2.54875 0.26796 -1.35458 2.49 1.73 -0.71 -0.41
C -1.38180 1.03043 -1.79547 -1.98 1.19 1.74 -0.35
H 0.30161 3.01407 -2.86406 -0.33 -0.12 1.21 0.36
H -0.10959 4.32944 -1.70440 0.35 -1.14 0.38 0.37
H -2.14973 4.06069 -0.05254 -0.22 -1.04 -0.37 0.38
H -4.14141 2.59092 0.61625 0.54 -0.93 -0.74 0.36
H -4.26749 0.27740 -0.20889 0.36 0.45 -0.14 0.30
H -2.61966 -0.78918 -1.69541 -0.52 1.00 0.62 0.39
H -0.57985 0.61454 -2.45128 -1.08 0.14 0.68 0.40
C 1.27707 -3.64707 2.17319 0.17 -0.22 0.55 -0.31
C 2.01047 -2.33723 2.39507 -0.47 0.28 -0.04 -0.27
O 3.20267 -2.44816 1.61716 -0.08 -0.59 -0.29 -0.29
S 2.90125 -3.34439 0.30624 -0.03 -0.06 0.40 1.08
O 2.64306 -2.46773 -0.78853 0.04 -0.30 0.13 -0.50
O 3.86353 -4.38473 0.24218 -0.16 0.45 -0.20 -0.52
O 1.49219 -3.96748 0.79630 0.30 0.60 -0.25 -0.31
H 1.70488 -4.44824 2.78054 -0.03 0.05 0.02 0.30
H 0.21160 -3.56424 2.38289 0.03 -0.05 -0.24 0.30
H 2.24986 -2.16633 3.44302 0.24 -0.05 -0.13 0.32
H 1.43354 -1.49045 2.01157 -0.03 -0.02 0.07 0.21
```
Positions in Å, forces in eV/Å.

=====

No. 3
C9H11ClOS | ωB97M-V/def2-TZVPD

## Properties
Calculated total energy ... -1282.8973 Ha
Net charge ... 0
Relative energy (zero: lowest compared OMol25 entry of this formula, charge and spin) ... 70.7 kcal per mole

XYZ file:
```
23
Properties=species:S:1:pos:R:3:forces:R:3:mulliken_charge:R:1
C -1.44829 1.06945 -0.81808 1.74 0.40 -0.67 -0.35
C -0.21030 0.62982 -1.21407 -1.40 -0.22 1.50 -0.92
C -1.37782 -0.15429 1.25946 -0.73 1.24 -3.16 -0.92
C -2.00989 0.74437 0.46291 0.53 -0.84 -1.77 1.10
C 4.28395 -0.43892 -0.91717 -1.59 -0.88 -1.27 -0.76
C 0.18597 -1.81236 -0.29212 -1.75 0.37 -0.91 -0.86
C -0.15933 -0.82382 0.84492 -1.94 0.99 -1.79 0.08
C 0.39627 -0.33281 -0.41830 1.40 -3.32 0.82 0.38
C -3.37410 1.24011 0.70375 0.84 0.49 -1.60 -1.89
O 2.99210 -0.83695 1.24354 -0.50 0.06 1.01 -0.57
S 2.85306 -0.33718 -0.11176 0.83 0.47 -0.92 0.69
Cl 2.62471 1.82901 0.02256 -0.32 0.75 0.41 -0.35
H -1.98055 1.73326 -1.48263 -0.18 0.06 -0.05 0.34
H 0.34899 0.77449 -2.06697 0.31 1.08 -2.23 0.54
H -1.90170 -0.20733 2.13141 -0.40 -1.09 2.98 0.49
H 5.12487 -0.75014 -0.32212 0.04 -0.24 0.04 0.31
H 4.18801 -0.65045 -2.00366 0.31 0.55 0.90 0.23
H 0.94558 -2.51747 -0.07508 1.18 0.11 0.74 0.31
H -0.56228 -2.41124 -0.84890 -0.01 1.22 0.02 0.26
H 0.40208 -0.96251 1.64786 3.14 -0.94 3.25 0.58
H -3.47520 2.20562 1.02860 0.53 2.70 1.45 0.40
H -3.83585 0.65241 1.37215 -1.89 -2.14 2.45 0.49
H -4.01028 1.35691 -0.14628 -0.13 -0.82 -1.19 0.42
```
Positions in Å, forces in eV/Å.

=====

No. 4
C9H11F10N5O4S | ωB97M-V/def2-TZVPD

## Properties
Calculated total energy ... -2321.1166 Ha
Net charge ... 0
Relative energy (zero: lowest compared OMol25 entry of this formula, charge and spin) ... 20.1 kcal per mole

XYZ file:
```
40
Properties=species:S:1:pos:R:3:forces:R:3:mulliken_charge:R:1
N 4.47355 -0.18311 -0.00994 -0.24 0.94 0.51 -0.60
C 3.05416 -0.39209 0.31281 0.64 -1.09 -0.36 -0.14
C 2.18720 -0.50120 -0.96781 -0.17 -0.06 0.55 0.28
O 2.93767 -0.88981 -2.11094 -0.41 0.06 -0.07 -0.58
C 1.42595 0.84640 -1.22778 0.76 -1.48 -0.89 -0.70
N 0.16470 0.52386 -1.91849 0.28 0.53 0.27 -0.09
C -0.84775 0.15959 -1.18200 -1.59 -0.31 -0.88 0.47
N -2.09096 -0.22487 -1.63313 1.19 0.20 -0.09 -0.60
C -2.73235 -0.52317 -0.54314 -1.58 0.05 -1.44 -0.17
C -4.15335 -1.03613 -0.72909 0.70 -0.12 1.35 1.07
F -4.69451 -1.18932 0.50155 0.07 -0.47 0.29 -0.31
F -4.90512 -0.14541 -1.35049 -0.06 0.26 -0.69 -0.26
C -4.17032 -2.40745 -1.49886 -0.84 0.59 0.79 0.57
F -4.29687 -2.16290 -2.79397 0.67 -0.09 -0.48 -0.26
F -5.29010 -3.03921 -1.11069 -0.16 -0.14 0.24 -0.28
C -2.99724 -3.37300 -1.16172 -0.65 -1.32 -0.84 0.71
F -2.75495 -3.42768 0.13811 0.18 0.69 0.56 -0.26
F -3.39429 -4.59257 -1.51654 -0.18 -0.32 -0.24 -0.26
F -1.88823 -3.13144 -1.83022 0.48 0.65 -0.02 -0.24
N -2.05228 -0.33755 0.57106 -0.88 -0.39 -0.14 -0.33
N -0.84817 0.09128 0.14119 1.76 0.33 1.49 0.30
H 5.06596 -0.75057 0.58418 -0.16 -0.04 -0.06 0.26
H 4.69296 0.77666 0.25084 0.18 -0.14 -0.19 0.28
H 2.63211 0.37578 0.95209 0.16 0.15 0.19 -0.16
H 3.00620 -1.33819 0.87623 -0.29 0.21 -0.28 0.38
H 1.46440 -1.32233 -0.79528 -0.14 0.53 0.16 0.28
H 2.50276 -1.66251 -2.48765 0.22 0.14 -0.04 0.38
H 1.22289 1.39859 -0.29850 0.17 0.16 -0.51 0.12
H 2.05064 1.38775 -1.94469 -0.15 0.30 0.45 0.40
H 0.04900 0.52659 -2.92111 0.06 0.03 0.15 0.27
H -2.37262 -0.48030 1.51954 0.51 0.21 0.12 0.25
H -0.08388 0.33513 0.77028 -0.29 0.34 0.25 0.28
C 1.68193 4.16606 3.17728 0.05 0.83 0.12 0.54
F 0.50039 4.78536 3.34394 0.07 -0.31 -0.11 -0.23
F 2.37432 4.87891 2.27028 -0.12 -0.34 0.01 -0.23
F 2.34312 4.26100 4.33947 -0.12 -0.33 -0.24 -0.21
S 1.46869 2.41168 2.65457 0.33 -1.02 0.35 1.24
O 0.74207 2.47835 1.38437 -0.16 0.02 -0.08 -0.74
O 0.71156 1.80133 3.72305 -0.20 0.27 -0.08 -0.71
O 2.82078 1.90648 2.52119 -0.11 0.47 -0.10 -0.74
```
Positions in Å, forces in eV/Å.

=====

No. 5
C9H11F2N4OSSn | ωB97M-V/def2-TZVPD

## Properties
Calculated total energy ... -1455.8149 Ha
Net charge ... +1
Relative energy (zero: lowest compared OMol25 entry of this formula, charge and spin) ... 1.4 kcal per mole

XYZ file:
```
29
Properties=species:S:1:pos:R:3:forces:R:3:mulliken_charge:R:1
Sn 0.26706 -0.01311 -0.29785 -0.04 -0.79 0.05 1.13
N -1.75408 -2.23822 -3.61427 0.03 0.02 0.01 -0.37
C -1.14603 -1.79314 -2.51329 0.01 -0.06 -0.05 0.77
S -0.55626 -0.14439 -2.59480 0.07 0.19 -0.12 -0.39
N -1.04716 -2.62891 -1.51053 0.03 0.01 0.04 -1.30
N -0.44258 -2.13268 -0.41004 0.06 0.11 -0.08 0.62
C -0.28634 -2.89471 0.60086 0.01 -0.07 0.14 -0.50
C 0.30952 -2.34224 1.81760 -0.02 -0.03 -0.05 0.91
C 0.44623 -3.09382 2.96773 0.00 -0.05 0.01 -0.87
C 0.95832 -2.47880 4.10186 0.01 0.02 0.03 -0.23
C 1.30062 -1.13950 4.04612 0.01 -0.02 0.01 -0.87
C 1.13735 -0.45451 2.85180 -0.02 -0.05 -0.09 -0.05
N 0.66513 -1.05304 1.75807 -0.03 0.20 0.08 -0.08
H -1.83483 -1.66492 -4.43437 -0.01 0.02 -0.01 0.20
H -2.08433 -3.18971 -3.63795 0.00 0.00 0.01 0.26
H -0.62779 -3.92362 0.56935 0.00 0.01 -0.04 0.41
H 0.15091 -4.13424 2.97299 0.00 0.01 0.00 0.43
H 1.07624 -3.03812 5.02001 0.01 0.00 -0.01 0.44
H 1.69034 -0.62208 4.91059 -0.01 0.01 -0.01 0.40
H 1.38465 0.59295 2.76616 0.02 0.04 -0.02 0.50
F 2.55326 1.40485 0.78856 0.02 -0.01 -0.01 -0.23
C 2.35981 0.55284 -0.25321 0.08 0.00 -0.13 0.09
F 3.07458 -0.57990 -0.01131 0.04 0.05 -0.01 -0.25
H 2.72593 1.01990 -1.16670 0.08 0.00 0.00 0.29
C -2.26408 1.44974 0.22921 0.06 0.02 -0.01 -0.59
O -0.92347 1.15134 0.62996 -0.41 0.39 0.24 -0.48
H -2.46892 2.48460 0.49629 0.00 0.00 0.03 0.25
H -2.96378 0.79822 0.75427 0.00 0.00 0.01 0.26
H -2.41429 1.33682 -0.84681 0.01 -0.01 0.01 0.26
```
Positions in Å, forces in eV/Å.

=====

No. 6
C9H11FN2O3V | ωB97M-V/def2-TZVPD

## Properties
Calculated total energy ... -1727.7123 Ha
Net charge ... +1

XYZ file:
```
27
Properties=species:S:1:pos:R:3:forces:R:3:mulliken_charge:R:1
N 2.11780 -2.77174 1.82366 0.01 11.37 -2.55 -0.46
C 2.12990 -1.50797 1.55175 -0.16 -7.64 1.96 0.19
C 2.17260 0.11686 1.34159 0.52 -0.73 1.07 -0.54
C 1.22354 0.69222 0.13628 0.49 0.28 -0.97 1.11
C 2.15306 1.79040 -0.69890 3.18 7.34 -2.10 -0.31
N 2.77561 2.82151 -1.17457 -5.53 -9.40 4.19 -0.49
C 0.73749 -0.42121 -0.96396 -0.41 0.56 -1.36 -0.69
C 1.88866 -0.87213 -2.04746 -0.41 -0.79 -0.34 -0.25
F 1.79304 -0.10943 -3.32449 0.04 -1.38 2.93 -0.31
C -0.07118 1.42866 0.82012 -0.84 -1.77 1.55 -0.77
C -0.91802 0.18497 1.77739 -2.34 -0.39 -2.25 0.24
C -2.10130 -0.71254 0.87801 0.46 3.09 3.55 -0.16
O -2.44445 0.43315 2.00674 4.40 -3.01 -1.74 -0.39
H 3.31632 0.41323 1.23138 -2.55 -0.70 0.08 0.39
H 1.78172 0.60367 2.35669 1.04 -1.22 -2.14 0.33
H -0.12684 0.09527 -1.60538 1.90 -1.07 1.31 0.26
H 0.25791 -1.39114 -0.51178 1.20 1.99 -0.47 0.32
H 2.98620 -0.75813 -1.63941 -2.25 -0.14 -0.92 0.27
H 1.64998 -2.00936 -2.32092 0.77 2.63 0.46 0.27
H -0.87932 1.82025 0.07079 1.85 -0.59 1.43 0.35
H 0.25504 2.19210 1.64471 -0.63 -1.17 -1.87 0.37
H -0.25183 -0.43482 2.64115 -2.36 1.81 -2.36 0.30
H -2.59557 -0.20694 -0.05963 1.58 -1.43 1.26 -0.19
H -2.26365 -1.81017 1.25295 -0.08 2.39 -0.96 0.41
O -3.65571 0.01558 -2.56571 -4.68 0.52 1.83 -0.54
V -5.19557 0.13776 -1.72890 0.40 -0.32 1.63 1.77
O -6.73543 0.25994 -0.89210 4.41 -0.22 -3.22 -0.49
```
Positions in Å, forces in eV/Å.

=====

- What is the calculated total energy in the fifth record?
  -1455.8149 Ha